1.
Below is a single C21H18N2O5 molecule in a non-equilibrium geometry, with properties calculated with the ωB97M-V functional and the def2-TZVPD basis.

## Properties
Relative energy (zero: lowest compared OMol25 entry of this formula, charge and spin) in eV: 2.816
SMILES string: COc1ccc(C2=CC3=NNC(=O)[C@@H]3[C@H](c3ccc4c(c3)OCO4)C2)c(O)c1
Spin multiplicity: 1
Gap between HOMO and LUMO in eV: 8.15
Molecular weight in g/mol: 378.4

Structure (XYZ):
```
46
Properties=species:S:1:pos:R:3:forces:R:3
C -0.044015 -6.360572 -2.815383 -0.824 0.167 -0.131
O 0.645641 -5.877318 -1.679886 0.234 -0.342 0.172
C 0.691927 -4.551880 -1.369648 -0.359 0.477 -0.861
C -0.144097 -3.539421 -1.882667 0.888 0.917 0.823
C 0.045352 -2.179375 -1.448564 0.121 -2.028 0.340
C 0.988546 -1.867687 -0.462447 0.323 -0.551 -1.007
C 1.113799 -0.488162 0.028889 1.037 1.174 2.969
C 1.271065 -0.291153 1.391572 -0.345 0.736 -2.083
C 1.503793 1.044749 1.951461 -0.461 -2.202 0.939
N 1.319189 1.295381 3.234133 0.330 -0.157 -2.444
N 1.584631 2.644379 3.327160 0.252 0.576 0.522
C 1.937154 3.220459 2.158978 -0.255 1.724 -1.287
O 2.198057 4.393780 2.031223 0.280 0.628 0.009
C 1.946012 2.167226 1.057226 -0.208 -1.035 1.078
C 1.084484 2.133141 -0.245917 -0.242 0.949 0.120
C -0.333778 2.578773 0.120401 -0.749 -0.683 -0.497
C -0.552848 3.931549 0.286253 0.168 0.435 0.046
C -1.843593 4.438581 0.446983 -0.021 -0.040 0.131
C -2.913475 3.595896 0.432190 0.796 -0.489 -0.541
C -2.730798 2.222621 0.341771 2.192 1.036 0.181
C -1.455521 1.702332 0.195181 0.002 -1.068 -0.039
O -3.902931 1.597264 0.452315 -0.787 -0.819 -0.124
C -4.887232 2.611524 0.434198 -0.566 0.300 -0.039
O -4.233670 3.907216 0.410681 -0.828 -0.919 0.286
C 1.220717 0.725046 -0.906186 0.203 0.098 0.954
C 1.859993 -2.925131 -0.048639 -0.376 0.140 0.198
O 2.860034 -2.698126 0.849157 0.279 -0.503 0.519
C 1.722524 -4.219931 -0.504878 -0.057 -0.107 0.289
H -1.137185 -6.374413 -2.624213 0.470 -0.002 -0.144
H 0.152789 -5.711141 -3.671512 -0.006 -0.108 -0.105
H 0.277764 -7.396737 -3.047400 0.027 0.749 0.403
H -0.903984 -3.784182 -2.590809 -0.405 -0.030 -0.315
H -0.621254 -1.391356 -1.787258 0.060 -0.215 -0.146
H 1.191505 -1.101576 2.079646 -0.049 -0.475 0.318
H 1.537871 3.201874 4.180124 -0.079 -0.732 -0.348
H 2.990355 2.013467 0.784903 0.221 -0.058 0.039
H 1.442762 2.908153 -1.013850 -0.212 -1.135 1.221
H 0.294837 4.629911 0.281363 -0.401 -0.346 -0.048
H -2.030490 5.469205 0.592539 0.049 1.003 -0.025
H -1.367336 0.590810 0.157777 0.172 1.034 -0.083
H -5.510015 2.516581 1.309029 -0.045 0.134 0.597
H -5.534194 2.451762 -0.425371 0.151 0.394 -0.430
H 2.217818 0.728274 -1.359718 -0.139 -0.306 -0.233
H 0.472601 0.626320 -1.674580 -0.179 0.098 -0.536
H 3.168885 -3.579291 1.172664 -0.245 1.151 -0.415
H 2.406312 -5.008820 -0.148891 -0.415 0.430 -0.272
```
Forces are in eV/Å.

2.
Below is a single C21H18N4O2 molecule in a non-equilibrium geometry, with properties calculated with the ωB97M-V functional and the def2-TZVPD basis.

## Properties
Relative energy (zero: lowest compared OMol25 entry of this formula, charge and spin) in eV: 3.420
SMILES string: CN(C)c1ccc(C#Cc2ncnc(N)c2-c2ccc3c(c2)OCO3)cc1
Spin multiplicity: 1
Gap between HOMO and LUMO in eV: 8.16
Molecular weight in g/mol: 358.4

Structure (XYZ):
```
45
Properties=species:S:1:pos:R:3:forces:R:3
C 1.427023 -0.943050 5.285783 -0.211 1.155 -0.987
N 1.894241 0.273833 4.597383 0.714 0.822 0.880
C 2.708138 1.261340 5.371803 -0.698 -0.748 -1.298
C 1.722652 0.505704 3.225187 -0.621 -0.729 0.072
C 1.721010 -0.587199 2.344887 -0.465 1.400 -1.518
C 1.497768 -0.347535 0.968397 -0.185 0.243 0.813
C 1.273513 0.972172 0.477518 0.680 -0.660 -0.224
C 1.135330 1.184508 -0.931953 -0.396 -0.140 -1.613
C 0.964252 1.283162 -2.135387 0.084 -0.292 2.483
C 0.453262 1.244691 -3.459923 -0.344 -0.308 0.190
N 1.082829 1.938751 -4.369948 1.536 1.431 -1.544
C 0.643992 1.905859 -5.628319 0.035 -0.278 1.132
N -0.406703 1.198206 -5.991274 1.655 1.648 -1.976
C -1.049160 0.540214 -5.074736 -1.375 -0.371 -0.451
N -2.159508 -0.063910 -5.580835 -0.187 -0.390 0.331
C -0.689929 0.514775 -3.747746 0.308 -0.649 1.001
C -1.417761 -0.237717 -2.692293 -0.346 0.899 0.726
C -2.603335 0.305480 -2.166081 0.363 -1.170 0.129
C -3.299517 -0.353209 -1.146696 1.338 -1.397 0.425
C -2.690085 -1.481320 -0.538380 0.582 1.460 -1.882
C -1.447298 -1.943161 -0.969106 -0.043 2.238 -2.050
C -0.819398 -1.325145 -2.060995 -0.205 -1.068 0.525
O -1.021285 -3.006675 -0.269811 -0.477 -0.350 0.508
C -2.026745 -3.159276 0.747219 0.103 -0.684 0.016
O -3.126243 -2.288467 0.436264 -0.425 -1.039 1.012
C 1.292903 2.074334 1.339867 -0.115 -1.305 0.599
C 1.453204 1.787056 2.693896 0.712 0.159 0.012
H 1.313930 -0.767383 6.364207 -0.072 0.167 -0.393
H 2.143315 -1.732807 5.156101 0.215 -0.804 -0.022
H 0.451052 -1.198570 4.835917 0.410 -0.228 0.390
H 2.053855 2.091773 5.587371 0.127 0.626 0.399
H 3.093936 0.841082 6.303360 -0.111 -0.107 -0.242
H 3.541249 1.590107 4.726224 -0.241 -0.010 0.457
H 1.907219 -1.567416 2.719216 0.090 -0.584 0.049
H 1.485030 -1.206713 0.286791 0.034 0.527 0.145
H 1.196302 2.509374 -6.361573 -0.377 -0.388 0.227
H -2.798606 -0.306795 -4.853744 -0.852 -0.260 -0.142
H -2.476921 0.388096 -6.434391 -0.145 -0.400 0.443
H -2.962636 1.251979 -2.519828 -0.272 0.182 -0.349
H -4.266959 -0.027619 -0.868913 -0.707 0.325 0.525
H 0.118848 -1.715440 -2.431227 0.078 0.008 0.011
H -2.324796 -4.228202 0.750860 -0.139 0.756 0.105
H -1.593056 -2.849620 1.696165 -0.032 -0.021 0.199
H 1.129818 3.077604 0.939211 0.109 -0.339 0.353
H 1.475270 2.597130 3.379535 -0.129 0.674 0.533
```
Forces are in eV/Å.

3.
Below is a molecular structure, C21H19BCl2N2O2Pd, with properties calculated with the ωB97M-V functional and the def2-TZVPD basis.

## Properties
Relative energy (zero: lowest compared OMol25 entry of this formula, charge and spin) in eV: 0.458
Spin multiplicity: 1
Gap between HOMO and LUMO in eV: 6.49
Molecular weight in g/mol: 519.5

Structure (XYZ):
```
48
Properties=species:S:1:pos:R:3:forces:R:3
Pd -2.015180 0.682143 -0.508014 -0.677 -0.675 -0.215
C -3.826135 -1.333102 0.566320 0.035 -0.036 0.055
C -2.886741 -0.915326 1.511567 -0.180 -0.052 -0.172
C -2.738653 0.440734 1.830670 -0.058 0.356 -0.096
C -3.510032 1.401565 1.159752 0.033 0.021 0.043
C -4.334170 0.993729 0.104891 0.047 0.084 -0.002
C -4.521577 -0.379683 -0.154317 0.076 0.045 -0.058
H -3.953599 -2.384753 0.354074 -0.001 -0.001 -0.002
H -2.267187 -1.648244 2.012466 -0.225 -0.082 -0.178
H -2.023594 0.749485 2.581143 -0.283 0.089 -0.155
H -3.397116 2.450769 1.393920 -0.034 0.000 0.026
H -4.874628 1.730271 -0.472760 -0.022 -0.017 0.000
H -5.187981 -0.676456 -0.953043 0.005 -0.009 -0.001
B -1.802064 0.558994 -5.164239 -0.020 -0.047 0.115
C -1.997111 0.680790 -3.605925 -0.031 0.049 -0.045
N -2.153293 0.775407 -2.464829 0.149 0.052 0.051
H -0.718281 1.044027 -5.400958 -0.006 0.013 -0.019
H -1.841416 -0.626051 -5.409301 0.005 0.002 -0.020
H -2.712971 1.165925 -5.677490 0.009 0.021 -0.021
Cl 3.862281 1.735104 3.071529 -0.016 -0.003 -0.007
C 2.338843 0.893319 3.018448 0.009 -0.045 0.028
C 1.323130 1.327633 3.845786 -0.008 0.005 -0.009
C 0.096729 0.685679 3.816390 0.110 -0.047 0.008
C -0.083055 -0.385905 2.960006 0.320 -0.189 0.180
C 0.945003 -0.816695 2.137488 0.001 -0.033 0.012
Cl 0.649363 -2.205442 1.141210 -0.012 -0.098 0.113
C 2.200189 -0.190079 2.133095 -0.022 0.054 -0.007
N 3.271170 -0.617480 1.366253 0.012 0.001 0.023
C 3.157371 -0.944079 -0.027714 -0.086 -0.070 -0.005
C 3.677513 -2.157890 -0.461741 0.035 0.038 0.037
C 3.578931 -2.525756 -1.790654 -0.007 0.010 -0.006
C 2.936560 -1.683781 -2.690879 -0.001 -0.020 -0.001
C 2.427684 -0.473282 -2.257975 0.064 0.041 0.017
C 2.549308 -0.074563 -0.928016 -0.017 0.025 -0.047
C 2.011029 1.264095 -0.497253 0.050 0.007 -0.101
C 0.521857 1.292884 -0.241683 -0.185 -0.019 0.183
O -0.035199 2.203513 0.352436 0.268 0.077 0.061
O -0.139371 0.266346 -0.726650 0.120 0.397 -0.040
H 1.500721 2.169509 4.499746 -0.005 0.000 -0.001
H -0.704783 1.009133 4.466260 0.000 0.022 0.039
H -1.016235 -0.933642 2.945065 0.530 0.081 0.245
H 4.125587 -0.131071 1.592527 0.023 -0.014 0.025
H 4.134657 -2.811655 0.269558 0.005 -0.011 -0.007
H 3.983398 -3.473604 -2.120701 0.002 0.003 -0.003
H 2.833151 -1.968968 -3.729413 -0.002 -0.006 0.003
H 1.928028 0.182789 -2.961070 -0.004 0.000 0.003
H 2.187922 2.005417 -1.281753 -0.025 -0.039 -0.021
H 2.499942 1.648256 0.395797 0.021 0.019 -0.025
```
Forces are in eV/Å.

4.
Below is 4 unconnected molecules or ions with the total composition C21H19BO11S, with properties calculated with the ωB97M-V functional and the def2-TZVPD basis.

## Properties
SMILES string: O=C(O)O[C@@H](S)CB(O)O.O=C1C=CC(=O)C=C1.O=C1C=CC(=O)C=C1.O=C1C=CC(=O)C=C1
Spin multiplicity: 1
Gap between HOMO and LUMO in eV: 7.79
Molecular weight in g/mol: 490.3

Structure (XYZ):
```
53
Properties=species:S:1:pos:R:3:forces:R:3
O 1.379608 -0.588559 -0.344308 0.163 0.243 -0.138
C 2.178454 -1.349276 0.125298 -0.388 -0.280 0.080
O 2.473532 -2.549616 -0.396315 0.643 0.163 0.206
O 2.784534 -1.155517 1.319926 0.185 0.008 -0.326
C 4.027466 -0.439525 1.333214 0.188 0.221 0.483
S 5.063876 -0.780831 -0.152031 0.054 0.078 -0.145
C 3.864142 1.063373 1.598566 -0.057 0.145 -0.333
B 3.279991 1.922224 0.396787 -0.258 0.059 -0.051
O 4.018918 2.328124 -0.680937 0.074 -0.130 0.067
O 1.953270 2.291949 0.424469 0.090 -0.408 0.037
H 2.632986 -2.442259 -1.354694 -0.552 0.059 -0.100
H 4.578100 -0.870401 2.164927 -0.129 -0.104 0.016
H 6.205197 -0.955727 0.520856 -0.024 -0.090 0.063
H 3.208826 1.194372 2.456823 0.061 -0.172 0.108
H 4.865873 1.412521 1.868613 -0.017 0.052 -0.005
H 4.917709 1.982969 -0.644442 -0.051 -0.068 -0.123
H 1.568529 2.263838 -0.458692 0.024 0.382 0.028
O 2.387174 -1.981235 -3.161766 0.145 -0.212 -0.016
C 1.321120 -2.236539 -3.692538 -0.094 0.069 -0.001
C 1.271813 -2.891370 -5.020387 0.016 0.048 -0.041
C 0.109230 -3.170205 -5.602648 0.023 -0.003 0.007
C -1.181864 -2.835362 -4.945632 -0.022 0.001 0.004
O -2.239260 -3.089940 -5.477426 0.012 0.009 -0.005
C -1.122890 -2.178871 -3.614688 0.030 0.001 -0.014
C 0.039187 -1.898750 -3.029899 -0.057 -0.027 0.056
H 2.225736 -3.124635 -5.475827 0.010 0.009 0.017
H 0.041324 -3.649509 -6.570838 -0.023 -0.004 0.003
H -2.076275 -1.949495 -3.155415 -0.014 -0.025 -0.008
H 0.117815 -1.424423 -2.058296 0.039 0.007 -0.022
O 1.647875 0.178404 3.677031 -0.055 -0.025 0.294
C 0.534807 0.597885 3.918015 -0.022 -0.012 -0.130
C -0.099137 1.617722 3.048681 -0.035 0.036 -0.036
C -1.325276 2.071107 3.301928 0.049 0.017 0.155
C -2.104722 1.566357 4.458217 -0.029 0.009 -0.021
O -3.232238 1.958893 4.680504 0.002 -0.028 -0.008
C -1.466130 0.549000 5.334264 0.029 -0.009 -0.005
C -0.240572 0.098393 5.082492 -0.016 -0.014 0.011
H 0.487018 1.955868 2.201043 0.021 -0.023 0.009
H -1.813185 2.810041 2.680637 0.035 -0.042 0.087
H -2.056554 0.199520 6.171913 -0.017 0.020 -0.005
H 0.246746 -0.646995 5.698472 0.018 0.004 -0.011
O -5.794204 -0.515194 -1.822516 0.014 0.001 0.004
C -5.069262 0.261539 -1.240838 -0.020 -0.005 0.003
C -3.764761 0.675829 -1.819708 0.023 0.005 0.009
C -2.964246 1.524236 -1.181265 -0.003 -0.015 -0.032
C -3.347714 2.096955 0.132528 0.004 0.001 0.078
O -2.619249 2.871508 0.716647 -0.052 0.058 -0.250
C -4.648329 1.684848 0.714912 -0.030 -0.026 -0.002
C -5.446593 0.832948 0.077183 0.010 0.017 0.015
H -3.514537 0.247725 -2.782312 -0.025 0.001 -0.013
H -2.008419 1.840578 -1.579257 0.005 0.010 0.015
H -4.895947 2.111701 1.679208 0.027 0.006 0.002
H -6.399491 0.513806 0.479520 -0.002 -0.015 -0.016
```
Forces are in eV/Å.

5.
Below is a molecular structure, C21H19Br18O4 in a non-equilibrium geometry, with properties calculated with the ωB97M-V functional and the def2-TZVPD basis.

## Properties
Charge: -1
Spin multiplicity: 1
Gap between HOMO and LUMO in eV: 7.01
Molecular weight in g/mol: 1773.7

Structure (XYZ):
```
62
Properties=species:S:1:pos:R:3:forces:R:3
C -0.307214 5.650928 -3.151660 0.042 -0.295 0.073
C -1.314871 4.570215 -2.644670 0.195 0.573 0.492
C -1.154512 3.210767 -3.350506 -0.030 0.656 -0.772
C -1.256175 4.493571 -1.072192 -0.498 -0.656 0.199
C -1.011492 3.097251 -0.508445 -0.192 -0.020 0.028
C -2.092991 2.312562 -0.066777 -0.016 0.409 -0.157
C -1.919695 1.058011 0.478571 -0.217 -0.417 0.246
C -0.651239 0.480386 0.623112 -0.311 -0.242 -0.337
C -0.486515 -0.901095 1.268785 0.303 -1.167 0.752
O -0.752056 -1.943286 0.648788 -0.274 0.845 -0.757
O -0.077720 -0.884499 2.460170 0.200 0.973 0.001
C 0.420295 1.241517 0.190436 0.678 -0.060 -0.033
C 0.247738 2.529111 -0.363937 0.760 0.183 -0.066
C 1.519894 3.258572 -0.757383 -0.058 -0.554 0.467
O 1.624458 3.969514 -1.732407 0.030 0.042 0.409
C 2.700096 2.983781 0.165886 -0.352 0.602 -0.254
C 2.858002 1.774453 0.680046 -0.359 -0.590 0.287
C 1.828148 0.715744 0.337518 -0.157 0.677 0.223
O 2.126379 -0.448493 0.157539 0.560 1.395 2.320
H 0.433086 5.912572 -2.383494 -0.227 -0.237 -0.235
H 0.263651 5.236279 -3.995383 -0.215 0.434 0.031
H -0.808700 6.595679 -3.412123 0.080 -0.392 -0.229
H -2.320288 4.948271 -2.900529 0.241 -0.238 0.140
H -0.095970 2.923296 -3.422965 -0.335 -0.178 0.349
H -1.786560 2.416735 -2.931331 0.370 0.172 0.062
H -1.494990 3.351356 -4.391839 0.214 -0.091 0.450
H -2.238798 4.811561 -0.681981 0.363 -0.058 -0.044
H -0.515979 5.172471 -0.628849 -0.107 -0.055 -0.404
H -3.098654 2.729892 -0.167364 0.240 -0.148 0.104
H -2.783432 0.491369 0.833894 0.210 0.159 -0.172
H 3.383278 3.807174 0.393223 -0.158 -0.255 -0.342
H 3.673374 1.527694 1.364057 -0.188 -0.124 -0.384
C 0.145413 -3.528424 3.544840 -0.060 0.094 -0.262
Br -0.416057 -2.480705 5.054005 0.006 -0.243 0.155
Br 1.538988 -4.784323 4.017163 0.027 -0.108 0.026
Br -1.341859 -4.406825 2.692040 0.106 -0.067 0.212
H 0.563427 -2.834197 2.819955 -0.219 0.150 0.029
C 0.584037 1.394355 5.320919 -0.009 -0.117 -0.265
Br 0.369943 2.093084 7.110463 0.006 -0.032 -0.174
Br -0.558815 2.224744 4.037811 -0.072 0.387 -0.077
Br 2.430393 1.419218 4.761100 -0.115 0.025 0.078
H 0.258112 0.369291 5.310138 0.164 -0.320 0.185
C -2.561032 2.591717 -7.554289 0.099 -0.021 0.034
Br -3.298825 3.942226 -6.385304 -0.029 -0.102 -0.185
Br -1.210222 1.532930 -6.679004 -0.156 0.025 -0.069
Br -3.945101 1.487056 -8.322132 0.064 0.069 0.061
H -2.079376 3.110208 -8.371836 -0.051 -0.005 0.035
C 1.438163 -2.331097 -3.459285 0.257 0.172 0.217
Br -0.209296 -3.326812 -3.319340 0.083 0.099 -0.023
Br 1.438786 -1.171322 -5.018246 -0.016 -0.058 -0.003
Br 1.827393 -1.359124 -1.819929 -0.772 -1.448 -2.328
H 2.230482 -3.053247 -3.609659 -0.083 0.022 -0.125
C -0.144715 -7.807905 1.104484 0.032 0.111 0.019
Br 1.618253 -8.470040 1.523650 -0.128 0.010 -0.025
Br -0.443461 -7.717722 -0.797222 0.028 -0.037 0.146
Br -1.518113 -8.829790 1.995857 0.092 0.046 -0.057
H -0.204186 -6.794926 1.486160 -0.006 -0.033 0.010
C 1.764540 -7.594595 6.622782 -0.082 0.026 -0.039
Br 1.214292 -6.546510 8.143997 0.044 -0.093 -0.098
Br 3.128557 -8.878745 7.092038 -0.079 0.056 -0.002
Br 0.265541 -8.431401 5.751373 0.115 0.057 0.045
H 2.204190 -6.910477 5.909281 -0.037 -0.009 0.031
```
Forces are in eV/Å.